(1)
Here is an isolated ion of composition C5H6NO and charge +1 at a distorted geometry from OMol25. Energies are from wB97M-V/def2-TZVPD.

Values from the calculation:
**E_tot**: -323.55565 hartree
**Spin multiplicity**: 1
**Total charge**: +1
**Relative energy (zero: lowest compared OMol25 entry of this formula, charge and spin)**: 197.24 kcal/mol
**LUMO level (spin up / spin down)**: -6.19 / -5.93 eV

CARTESIAN COORDINATES (ANGSTROEM)
C (-0.571, -1.524, -0.161)
C (-1.418, -0.570, 0.038)
C (0.863, -1.393, 0.128)
C (0.620, 1.104, 0.477)
C (-1.493, 0.814, -0.300)
N (1.097, 0.033, -0.218)
O (-2.589, 0.219, 0.124)
H (0.899, -1.715, 1.126)
H (1.452, -2.051, -0.617)
H (0.658, 2.131, 0.124)
H (0.369, 1.120, 1.544)
H (-1.478, 1.515, -1.219)
H (1.590, 0.316, -1.046)


(2)
Here is an isolated ion of composition C5H6NO2 and charge -1 at a distorted geometry from OMol25. Energies are from wB97M-V/def2-TZVPD.

Values from the calculation:
**E_tot**: -399.11851 hartree
**Spin multiplicity**: 1
**Total charge**: -1
**Relative energy (zero: lowest compared OMol25 entry of this formula, charge and spin)**: 147.61 kcal/mol
**LUMO level**: 3.99 eV

CARTESIAN COORDINATES (ANGSTROEM)
C (-0.598, 0.094, -1.543)
C (-1.519, -0.971, -1.476)
C (-1.029, -1.264, 0.731)
C (0.107, 0.317, -0.384)
C (1.424, 0.805, 1.430)
N (1.276, 0.719, 0.003)
O (2.239, 1.206, -0.735)
O (-1.710, -1.617, -0.338)
H (-0.388, 0.446, -2.535)
H (-2.196, -1.198, -2.267)
H (-1.734, -1.000, 1.574)
H (2.302, 1.405, 1.645)
H (0.525, 1.352, 1.892)
H (1.302, -0.295, 2.003)


(3)
Here is a 2-piece molecular cluster, C5H6NO2PS overall at a distorted geometry from OMol25. Energies are from wB97M-V/def2-TZVPD.

Values from the calculation:
**E_tot**: -1138.77033 hartree
**Spin multiplicity**: 1
**Relative energy (zero: lowest compared OMol25 entry of this formula, charge and spin)**: 90.83 kcal/mol
**LUMO level (spin up / spin down)**: -2.98 / -2.98 eV

CARTESIAN COORDINATES (ANGSTROEM)
C (-0.582, 1.043, 2.447)
C (0.275, -0.567, 0.869)
C (-1.293, 1.614, 1.466)
C (-0.513, 0.045, -0.041)
C (0.250, -0.187, 2.250)
N (-1.484, 0.969, 0.251)
O (1.049, -0.692, 3.029)
O (-0.497, -0.228, -1.347)
P (0.044, -1.599, -2.077)
S (3.044, -2.811, -3.155)
H (-0.560, 1.601, 3.409)
H (0.833, -1.513, 0.577)
H (-1.854, 2.552, 1.744)
H (-1.799, 1.588, -0.518)
H (4.085, -2.108, -2.820)
H (-0.123, -0.988, -3.394)


(4)
Here is an isolated ion of composition C5H6NO2S and charge +1 at a distorted geometry from OMol25. Energies are from wB97M-V/def2-TZVPD.

Values from the calculation:
**E_tot**: -797.05825 hartree
**Spin multiplicity**: 3
**Total charge**: +1
**Relative energy (zero: lowest compared OMol25 entry of this formula, charge and spin)**: 25.94 kcal/mol
**LUMO level (spin up / spin down)**: -5.65 / -9.46 eV

CARTESIAN COORDINATES (ANGSTROEM)
C (0.242, 1.659, -1.071)
C (-0.464, 0.797, -1.805)
C (0.692, 1.145, 0.241)
C (-0.677, -0.419, -0.999)
C (-0.590, -0.932, 1.354)
N (0.191, -0.322, 0.209)
O (1.338, 1.713, 1.076)
O (-1.423, -1.306, -1.152)
S (1.754, -1.406, 0.104)
H (0.583, 2.562, -1.575)
H (-1.106, 0.994, -2.643)
H (-0.985, -1.852, 0.937)
H (-0.034, -0.905, 2.408)
H (-1.470, -0.382, 1.551)
H (1.949, -1.346, 1.365)


(5)
Here is a 2-piece molecular cluster, C5H6NO3 overall at a distorted geometry from OMol25. Energies are from wB97M-V/def2-TZVPD.

Values from the calculation:
**E_tot**: -474.57082 hartree
**Spin multiplicity**: 1
**Total charge**: -1
**Relative energy (zero: lowest compared OMol25 entry of this formula, charge and spin)**: 47.01 kcal/mol
**LUMO level**: 4.04 eV

CARTESIAN COORDINATES (ANGSTROEM)
C (0.248, 0.696, -1.033)
C (0.972, -0.677, -3.915)
C (0.947, -1.399, -1.202)
C (0.013, 0.235, 0.219)
C (-0.690, 0.714, 1.363)
N (0.683, -0.182, -1.959)
O (0.486, 0.221, -4.462)
O (1.604, -1.634, -3.860)
O (0.342, -1.183, 0.058)
H (0.040, 1.673, -1.461)
H (0.708, -2.269, -1.813)
H (2.129, -1.438, -0.940)
H (-0.239, 0.105, 2.134)
H (-1.884, 0.682, 1.202)
H (-0.503, 1.705, 1.498)


(6)
Here is a 2-piece molecular cluster, C5H6NP overall at a distorted geometry from OMol25. Energies are from wB97M-V/def2-TZVPD.

Values from the calculation:
**E_tot**: -590.05416 hartree
**Spin multiplicity**: 1
**Relative energy (zero: lowest compared OMol25 entry of this formula, charge and spin)**: 93.01 kcal/mol
**LUMO level (spin up / spin down)**: -0.16 / -0.11 eV

CARTESIAN COORDINATES (ANGSTROEM)
C (1.575, -0.611, -2.168)
C (2.400, -0.664, -1.056)
C (0.267, -0.159, -2.094)
C (0.347, 0.277, 0.180)
C (-1.790, 0.696, 2.660)
N (-0.224, 0.260, -0.941)
P (1.959, -0.231, 0.574)
H (1.963, -0.931, -3.125)
H (3.414, -1.021, -1.197)
H (-0.383, -0.132, -2.956)
H (-1.783, 1.764, 2.641)
H (-0.966, 0.162, 3.078)
H (-2.584, 0.164, 2.182)